Below is 2 unconnected molecules or ions with the total composition C5H9ClS3 in a non-equilibrium geometry, with properties calculated with the ωB97M-V functional and the def2-TZVPD basis.

Geometry as ORCA input:
```
! RIJCOSX wB97M-V def2-TZVPD def2/J DEFGRID3
* xyz 0 1
C -0.4155 0.0321 0.0653
C 1.0090 -2.0127 -0.3391
C -2.9560 0.7338 -1.0891
C 0.5707 -0.2396 2.4997
C 2.5804 -0.2109 -1.4075
S -1.1462 0.3137 -1.3440
S -0.9670 0.1004 1.6270
S 2.6598 -1.5096 -0.1699
Cl 0.6672 -3.3649 0.6119
H -3.2605 0.1740 -0.1611
H -3.3144 0.3474 -2.1075
H -2.9619 1.8720 -1.0370
H 0.8883 -1.0001 1.7653
H 0.3676 -0.5624 3.6257
H 1.3327 0.5407 2.5768
H 2.3645 -0.3719 -2.4171
H 3.6600 0.1960 -1.3653
H 2.0613 0.5345 -0.8185
*
```

Summary:
HOMO-LUMO gap, eV: 7.0
Largest force on an atom, eV Å⁻¹: 4.83
Energy relative to the best compared isomer or geometry (same formula, charge and spin), kJ/mol: 34.4
HOMO, Ha: -0.2686
Energy, eV: -50353.397



Below is a molecular structure, H27O13 in a non-equilibrium geometry, with properties calculated with the ωB97M-V functional and the def2-TZVPD basis.

Geometry as ORCA input:
```
! RIJCOSX wB97M-V def2-TZVPD def2/J DEFGRID3
* xyz 1 1
O -1.9717 -1.3069 1.5543
H -2.8457 -1.3993 1.1072
H -1.7592 -2.3159 1.4046
O -3.6461 -0.4870 -1.8406
H -4.0691 0.0203 -2.5157
H 1.3131 0.4420 -0.4478
O -2.1636 -3.1689 -0.7637
H -0.1061 -3.0952 -0.2487
O -0.3533 3.6960 0.1774
H 1.0213 2.7642 2.2398
H 0.3187 3.8352 -0.4370
O -1.6101 1.9789 -0.9218
H -2.1473 2.5008 -0.3520
H -2.0454 1.2812 -1.3682
O 3.0501 -1.2723 2.2358
H 3.5507 -1.9562 1.7188
H 2.7472 -0.5504 1.7040
O -1.3894 -2.0475 -2.8184
H -1.0795 -2.8119 -3.3179
H -2.1341 -1.7862 -3.3439
O -0.0148 -2.7308 0.6693
H 0.7247 -2.1444 0.6562
H -0.6518 -0.6619 2.1432
O 1.3911 1.7882 2.1165
H 0.5647 0.8324 2.2629
H 1.5078 1.7762 1.1870
O 2.8606 1.3362 -2.6391
H 2.8224 1.9469 -1.8990
H 3.5761 0.7231 -2.5412
O 0.5429 0.0634 0.0628
H -0.6994 4.6123 0.0662
H -0.3015 0.4603 -0.2902
O 3.3714 1.3334 0.5738
H 3.8407 2.0639 0.1492
H 3.6013 1.2631 1.4979
O -0.0150 -0.1011 2.6808
H -0.0179 -0.2856 3.6283
H -4.2398 -1.2093 -1.6226
H -1.6519 -3.1683 -1.6806
H -1.8923 -2.2186 -0.7877
*
```

Summary:
HOMO-LUMO gap, eV: 10.3
Largest force on an atom, eV Å⁻¹: 4.33
Energy relative to the best compared isomer or geometry (same formula, charge and spin), kJ/mol: 300.2
HOMO, Ha: -0.4851
Energy, eV: -27047.962



Below is 7 unconnected molecules or ions with the total composition C28H39F6N3O20PS in a non-equilibrium geometry, with properties calculated with the ωB97M-V functional and the def2-TZVPD basis.

Geometry as ORCA input:
```
! RIJCOSX wB97M-V def2-TZVPD def2/J DEFGRID3
* xyz 1 1
C -1.4118 -3.6147 2.7631
C -2.5515 -3.1972 2.0497
C -3.1155 -1.7292 1.9308
N -2.2084 -0.6619 2.4073
C -2.0926 -0.5985 3.8048
N -2.8494 -1.2655 4.7059
N -1.0878 0.3285 4.3441
C 0.2174 -0.3463 4.0492
C 0.3837 -0.3904 2.4888
P 1.7227 -1.7145 2.1173
C 3.1416 -1.5932 3.3613
C 2.4425 -1.2490 0.4303
C -0.9365 -0.5729 1.6553
C -1.0591 0.7150 0.6772
S -1.5108 2.2643 1.5696
O -2.9153 2.2364 2.1259
O -1.4338 3.4012 0.5881
H -1.2418 -3.4653 3.8681
H -0.5869 -4.1086 2.1545
H -3.1281 -4.0062 1.4948
H -3.4191 -1.5077 0.8583
H -4.0905 -1.6835 2.5235
H -2.5505 -2.0809 5.2508
H -3.7757 -0.8695 4.9145
H -1.1944 0.3997 5.3621
H 0.3154 -1.3677 4.5533
H 1.0622 0.3041 4.4508
H 0.8698 0.5969 2.1785
H 3.4584 -2.6287 3.7129
H 2.8934 -1.0100 4.2986
H 4.0789 -1.1038 2.9350
H 1.5701 -1.2867 -0.3008
H 2.8336 -0.1852 0.3999
H 3.2648 -1.9644 0.1233
H -0.7711 -1.4488 0.9428
H -1.8600 0.4437 -0.0763
H -0.0796 0.8651 0.1250
H -0.6450 2.4096 2.6442
C -5.0311 1.1423 -1.1835
C -4.4023 0.1821 -2.1402
O -5.5105 -0.3700 -2.8176
C -6.4706 0.6035 -2.8052
O -7.4318 0.6024 -3.5016
O -6.1809 1.5779 -1.8975
F -3.7567 -0.8164 -1.4700
H -5.3432 0.6632 -0.2511
H -4.3739 1.9800 -0.9460
H -3.7226 0.6444 -2.8611
C 0.7537 -3.1946 8.3914
C 1.4005 -4.1492 7.4369
O 0.2970 -4.6784 6.7212
C -0.6433 -3.7032 6.7234
O -1.5949 -3.6865 5.9943
O -0.3752 -2.7436 7.6447
F 2.0140 -5.1560 8.0942
H 0.4120 -3.6822 9.3076
H 1.4067 -2.3641 8.6588
H 2.1016 -3.6837 6.7384
C 3.3222 2.1545 -2.9145
C 1.8800 2.0234 -2.5453
O 1.9235 1.8788 -1.1306
C 3.0378 2.5508 -0.7315
O 3.2544 2.8727 0.3979
O 3.8677 2.8152 -1.7742
F 1.3379 0.8979 -3.0792
H 3.8150 1.1867 -3.0426
H 3.4671 2.7432 -3.8171
H 1.2658 2.8937 -2.8126
C -0.8464 6.5462 -4.9373
C 0.6160 6.7845 -5.1523
O 1.2178 5.7041 -4.4623
C 0.3190 4.6881 -4.5161
O 0.5841 3.5454 -4.2784
O -0.9140 5.1240 -4.8787
F 1.0125 7.9426 -4.5759
H -1.2067 6.9663 -3.9949
H -1.4572 6.9359 -5.7514
H 0.9266 6.7689 -6.2003
C -3.1006 -3.7494 -2.7064
C -3.2529 -4.9810 -1.8691
O -1.9281 -5.4701 -1.7769
C -1.1241 -4.3738 -1.8678
O 0.0276 -4.3593 -1.5641
O -1.8025 -3.2922 -2.3402
F -4.0150 -5.9068 -2.4955
H -3.1223 -3.9641 -3.7778
H -3.8579 -2.9987 -2.4836
H -3.6467 -4.7979 -0.8651
C 7.2818 2.4750 -5.7182
C 6.2299 1.4473 -5.4344
O 5.0404 2.2127 -5.3829
C 5.2542 3.2774 -6.2092
O 4.3915 3.9854 -6.6219
O 6.5725 3.4241 -6.5072
F 6.4251 0.8682 -4.2232
H 7.6507 2.9601 -4.8107
H 8.1298 2.0641 -6.2660
H 6.1359 0.6744 -6.2018
*
```

Summary:
HOMO-LUMO gap, eV: 6.8
Largest force on an atom, eV Å⁻¹: 6.15
HOMO, Ha: -0.4000
Energy, eV: -111505.995



Below is a molecular structure, C30H29F10N7O7RuS3 in a non-equilibrium geometry, with properties calculated with the ωB97M-V functional and the def2-TZVPD basis.

Geometry as ORCA input:
```
! RIJCOSX wB97M-V def2-TZVPD def2/J DEFGRID3
* xyz 1 2
Ru 1.3939 1.9930 0.1418
F -3.9551 -2.2526 1.0338
C -3.0268 -2.3074 0.0541
C -2.1446 -1.2755 -0.0786
C -1.1416 -1.3307 -1.0474
C -0.1989 -0.2090 -1.1657
O -0.3081 0.7208 -0.3408
C 0.7838 -0.3543 -2.1876
C 0.8204 -1.4935 -2.9322
N -0.0161 -2.5409 -2.7925
C 0.1151 -3.6888 -3.6613
C 0.5294 -5.0025 -3.0612
C 1.4828 -4.2316 -3.9246
C -1.0437 -2.4652 -1.8613
C -1.9871 -3.4918 -1.7375
C -2.9851 -3.4316 -0.7822
N -3.9168 -4.4960 -0.6920
C -5.2324 -4.2975 -0.1009
C -6.1023 -5.5087 -0.4779
N -5.5339 -6.1160 -1.7276
C -4.2042 -6.7712 -1.4451
C -3.4327 -5.8500 -0.4885
C 1.7699 0.7332 -2.5402
O 2.5757 0.5658 -3.4330
O 1.5484 1.8194 -1.8820
H -2.2002 -0.4173 0.5774
H 1.5728 -1.5676 -3.7070
H -0.5969 -3.7021 -4.4784
H 0.0837 -5.9054 -3.4563
H 0.7311 -5.0111 -1.9982
H 1.6887 -4.5868 -4.9233
H 2.3180 -3.7539 -3.4322
H -1.9467 -4.3388 -2.4079
H -5.6625 -3.3800 -0.5002
H -5.2207 -4.2148 0.9889
H -7.1374 -5.2310 -0.6590
H -6.0770 -6.2905 0.2787
H -5.3708 -5.3603 -2.3959
H -6.1829 -6.7799 -2.1479
H -3.7008 -6.8884 -2.4027
H -4.4027 -7.7525 -1.0187
H -2.3687 -5.9107 -0.6988
H -3.5766 -6.1700 0.5507
F 0.6602 -1.4179 5.4048
C 1.1234 -1.1302 4.1787
F 2.4545 -1.2766 4.2072
F 0.6405 -2.0741 3.3445
C 0.7142 0.2465 3.7423
C -0.0420 1.0685 4.5614
C -0.4372 2.3261 4.1177
C -0.0569 2.7332 2.8547
N 0.6924 1.9449 2.0834
C 1.0850 0.7283 2.4870
S 2.0325 -0.0091 1.2281
H -0.3278 0.7187 5.5438
H -1.0308 2.9796 4.7389
H -0.3428 3.6862 2.4348
F -1.4120 5.9971 1.8961
C -0.5488 6.9318 2.3120
F -0.9618 8.1179 1.8945
F -0.5260 6.9172 3.6438
S 1.1354 6.5505 1.6680
O 1.4529 5.3130 2.3592
O 1.9350 7.6959 1.9348
N 0.8473 6.3596 0.1414
S 0.9527 5.0648 -0.7126
O 2.2782 4.7324 -1.1430
O 0.1790 3.8967 -0.2487
C 0.0832 5.6506 -2.2264
F 0.0459 4.6444 -3.0912
F 0.7409 6.6676 -2.7575
F -1.1610 6.0266 -1.9402
C 5.2398 4.8285 2.7236
C 4.7381 3.8413 1.7282
C 5.3942 3.0393 0.8121
C 4.4041 2.3448 0.1170
N 3.2034 2.7108 0.5907
N 3.4323 3.5965 1.5849
C 4.5684 1.3707 -0.9905
H 6.2876 5.0482 2.5342
H 5.1487 4.4370 3.7375
H 4.6728 5.7583 2.6676
H 6.4558 2.9778 0.6462
H 2.6655 4.1476 1.9714
H 5.6256 1.2490 -1.2172
H 4.0538 1.7093 -1.8873
H 4.1631 0.3941 -0.7150
*
```

Summary:
HOMO-LUMO gap (spin up / spin down), eV: 6.6 / 6.6
Largest force on an atom, eV Å⁻¹: 1.79
Energy relative to the best compared isomer or geometry (same formula, charge and spin), kJ/mol: 0.0
HOMO (spin up / spin down), Ha: -0.3710 / -0.3683
Energy, eV: -118601.092



Below is 2 unconnected molecules or ions with the total composition C2H10NOSi in a non-equilibrium geometry, with properties calculated with the ωB97M-V functional and the def2-TZVPD basis.

Geometry as ORCA input:
```
! RIJCOSX wB97M-V def2-TZVPD def2/J DEFGRID3
* xyz 1 1
C 2.4042 -0.1834 0.4043
C -0.7180 -0.9720 -0.2694
N 1.3098 0.6440 -0.1385
O -1.7156 -0.4895 0.4524
Si -3.1698 0.2957 0.0882
H 2.0885 -0.4037 1.3716
H 2.4799 -1.0699 -0.1049
H 3.3859 0.3516 0.3166
H -0.6076 -1.1225 -1.3516
H 0.1199 -1.5988 0.1539
H 1.5175 1.5051 0.3097
H 1.3735 0.7007 -1.0893
H -2.8123 1.5968 0.7452
H -3.3990 0.6022 -1.2531
H -4.1941 -0.6830 0.1645
*
```

Summary:
HOMO-LUMO gap, eV: 8.8
Largest force on an atom, eV Å⁻¹: 5.82
Energy relative to the best compared isomer or geometry (same formula, charge and spin), kJ/mol: 338.6
HOMO, Ha: -0.5356
Energy, eV: -13641.803